(1)
This record from the OMol25 dataset describes C31H61BrClI2N5O11P2 as an isolated structure. The level of theory is the ωB97M-V functional and the def2-TZVPD basis.

The total charge is 0. The value obtained for the orbital gap is 8.20 eV. Its spin multiplicity is 1. Its HOMO energy is -7.84 eV.

Each line ends with the Löwdin charge.
Element x y z (Å)
1 C 2.03 2.39 -2.92  0.108
2 C 1.96 1.44 -2.18  -0.117
3 C 2.04 0.32 -1.21  -0.149
4 C 1.28 0.67 0.16  -0.547
5 O 0.47 1.79 -0.18  -0.141
6 C -0.56 2.12 0.67  -0.754
7 O -0.44 1.74 1.97  -0.062
8 Cl -0.55 3.99 0.71  0.684
9 C -2.04 1.73 0.15  -0.292
10 O -2.58 0.86 1.11  -0.111
11 C -3.97 0.99 1.34  -0.503
12 O -4.69 1.29 0.16  -0.015
13 C -4.46 -0.47 1.76  -0.175
14 N -5.42 -1.02 0.80  -0.004
15 C -4.41 2.05 2.37  -0.139
16 C -3.64 2.17 3.71  -0.668
17 C -2.90 0.93 4.20  -0.137
18 Br -2.45 3.76 3.74  0.684
19 C -2.03 1.10 -1.27  -0.639
20 I -2.68 -0.94 -1.52  0.866
21 C -1.68 1.78 -2.36  -0.779
22 C -1.28 3.24 -2.31  -0.174
23 I -1.70 0.92 -4.32  0.769
24 P 0.37 -0.91 0.55  0.943
25 P 0.37 -1.37 2.68  0.304
26 O 0.93 -0.37 3.59  -0.302
27 O 1.24 -2.75 2.89  -0.179
28 O -1.15 -1.76 3.06  -0.187
29 C 2.44 1.03 1.15  -0.300
30 C 3.29 2.21 0.60  -0.049
31 C 3.31 -0.21 1.54  -0.195
32 C 4.83 0.03 1.36  -0.240
33 C 5.66 -1.23 1.80  -0.083
34 H 1.83 3.36 -3.31  0.037
35 H 3.10 0.14 -1.06  0.094
36 H 1.60 -0.56 -1.69  0.099
37 H 0.11 2.38 2.45  0.091
38 H -2.61 2.66 0.03  0.120
39 H -5.20 2.09 0.29  0.103
40 H -5.03 -0.30 2.70  0.104
41 H -3.62 -1.15 1.93  0.106
42 H -5.58 -2.00 0.99  0.066
43 H -6.32 -0.58 0.94  0.043
44 H -5.48 1.90 2.59  0.132
45 H -4.34 3.03 1.87  0.100
46 H -4.38 2.41 4.48  0.080
47 H -2.53 1.12 5.21  0.081
48 H -2.08 0.60 3.56  0.048
49 H -3.63 0.11 4.25  0.079
50 H -2.06 3.79 -1.78  0.075
51 H -0.32 3.42 -1.82  0.028
52 H -1.22 3.62 -3.34  0.048
53 H 1.15 -1.94 -0.02  -0.037
54 H 0.99 -3.35 2.17  0.059
55 H -1.25 -1.51 3.99  0.076
56 H 2.05 1.41 2.10  0.114
57 H 3.89 1.94 -0.27  0.066
58 H 3.91 2.63 1.40  0.084
59 H 2.61 3.01 0.28  0.079
60 H 3.10 -1.07 0.88  0.087
61 H 3.19 -0.52 2.58  0.100
62 H 5.15 0.83 2.04  0.103
63 H 5.09 0.25 0.32  0.065
64 H 6.17 -1.04 2.75  0.067
65 H 6.42 -1.45 1.06  0.038
66 H 4.97 -2.08 1.92  0.068
67 C 7.45 -0.92 -1.82  0.006
68 C 6.45 0.03 -2.44  -0.526
69 O 5.38 0.29 -1.91  0.018
70 N 6.78 0.59 -3.63  0.014
71 C 7.99 0.42 -4.41  -0.070
72 H 7.05 -1.29 -0.89  0.052
73 H 7.63 -1.77 -2.48  0.089
74 H 8.39 -0.40 -1.62  0.092
75 H 6.07 1.21 -3.98  0.141
76 H 8.47 1.38 -4.54  0.070
77 H 7.71 0.03 -5.39  0.087
78 H 8.69 -0.27 -3.94  0.076
79 C -9.78 -2.90 1.67  -0.006
80 C -9.16 -1.59 1.29  -0.544
81 O -8.38 -1.00 2.04  0.006
82 N -9.49 -1.06 0.09  0.012
83 C -10.38 -1.60 -0.92  -0.071
84 H -9.42 -3.19 2.66  0.067
85 H -10.87 -2.81 1.71  0.089
86 H -9.49 -3.68 0.96  0.088
87 H -9.03 -0.18 -0.10  0.139
88 H -9.82 -1.74 -1.85  0.086
89 H -11.18 -0.88 -1.11  0.083
90 H -10.80 -2.54 -0.61  0.074
91 C -6.92 -4.07 3.62  -0.008
92 C -7.21 -5.46 3.11  -0.547
93 O -7.70 -5.66 2.01  0.025
94 N -6.92 -6.51 3.93  0.003
95 C -6.35 -6.47 5.26  -0.078
96 H -7.20 -3.35 2.86  0.054
97 H -7.49 -3.87 4.52  0.091
98 H -5.85 -3.96 3.82  0.087
99 H -7.15 -7.40 3.53  0.138
100 H -5.42 -7.04 5.26  0.083
101 H -7.04 -6.94 5.96  0.082
102 H -6.15 -5.46 5.59  0.072
103 C 10.72 2.17 -7.87  -0.010
104 C 10.86 2.29 -6.37  -0.556
105 O 10.91 1.32 -5.64  0.020
106 N 10.93 3.54 -5.85  0.005
107 C 10.89 4.82 -6.55  -0.076
108 H 10.68 1.11 -8.13  0.083
109 H 9.80 2.65 -8.21  0.085
110 H 11.58 2.61 -8.37  0.085
111 H 11.02 3.55 -4.85  0.139
112 H 11.81 5.36 -6.34  0.083
113 H 10.05 5.40 -6.18  0.083
114 H 10.79 4.68 -7.62  0.072

---

(2)
This record from the OMol25 dataset describes a 3-piece molecular cluster, C31H61N2 overall. The level of theory is the ωB97M-V functional and the def2-TZVPD basis.

The total charge is +1. The value obtained for the orbital gap is 6.70 eV. Its spin multiplicity is 1. Its HOMO energy is -11.18 eV.

Each line ends with the Löwdin charge.
Element x y z (Å)
1 C -2.34 4.44 0.83  -0.075
2 C -2.24 4.90 -0.63  -0.246
3 C -2.24 3.76 -1.61  -0.201
4 C -0.93 2.95 -1.63  -0.144
5 C 0.33 3.85 -1.51  -0.110
6 C 0.88 3.85 -0.14  -0.165
7 C 0.71 4.94 0.66  -0.001
8 N 1.13 4.92 1.89  0.092
9 N 1.73 3.93 2.50  0.185
10 C 1.96 2.86 1.77  -0.211
11 C 2.63 1.75 2.47  -0.106
12 C 1.69 0.56 2.66  -0.150
13 C 1.95 -0.45 1.57  -0.389
14 C 0.85 -1.49 1.52  -0.044
15 C 3.32 -1.11 1.81  -0.138
16 C 4.40 -0.92 0.73  -0.175
17 C 3.95 -0.86 -0.66  -0.098
18 C 4.28 0.08 -1.53  -0.367
19 C 5.16 1.24 -1.21  -0.049
20 C 3.80 0.05 -2.91  -0.064
21 C 1.55 2.81 0.43  0.118
22 H -1.77 5.09 1.47  0.053
23 H -3.35 4.52 1.18  0.079
24 H -2.00 3.42 0.95  0.073
25 H -3.10 5.50 -0.84  0.112
26 H -1.39 5.56 -0.75  0.069
27 H -2.47 4.10 -2.60  0.113
28 H -3.03 3.08 -1.32  0.109
29 H -0.86 2.31 -2.49  0.099
30 H -0.95 2.29 -0.78  0.102
31 H 0.10 4.85 -1.82  0.117
32 H 1.08 3.46 -2.18  0.125
33 H 0.22 5.82 0.31  0.143
34 H 0.99 5.75 2.46  0.190
35 H 2.92 2.13 3.43  0.123
36 H 3.50 1.43 1.93  0.116
37 H 0.66 0.89 2.66  0.117
38 H 1.87 0.08 3.61  0.123
39 H 1.90 0.08 0.63  0.103
40 H 0.95 -2.14 2.37  0.050
41 H -0.13 -1.04 1.52  0.082
42 H 0.97 -2.09 0.63  0.085
43 H 3.15 -2.15 2.04  0.104
44 H 3.73 -0.68 2.71  0.108
45 H 4.99 -0.06 0.99  0.092
46 H 5.07 -1.76 0.81  0.121
47 H 3.28 -1.62 -1.01  0.117
48 H 4.67 1.96 -0.57  0.068
49 H 5.52 1.72 -2.10  0.078
50 H 6.03 0.91 -0.66  0.080
51 H 3.31 0.99 -3.14  0.076
52 H 3.13 -0.77 -3.09  0.075
53 H 4.64 0.01 -3.59  0.087
54 H 1.76 1.93 -0.14  0.133
55 C -6.69 1.32 -6.05  -0.108
56 C -5.80 0.16 -5.61  -0.266
57 C -5.11 0.40 -4.27  -0.227
58 C -4.16 1.59 -4.23  -0.236
59 C -3.04 1.55 -5.26  -0.270
60 C -2.12 0.36 -5.08  -0.109
61 H -6.12 2.24 -6.19  0.064
62 H -7.19 1.10 -6.99  0.071
63 H -7.47 1.52 -5.30  0.076
64 H -5.06 -0.04 -6.39  0.099
65 H -6.41 -0.74 -5.53  0.106
66 H -4.57 -0.51 -3.98  0.102
67 H -5.88 0.54 -3.50  0.111
68 H -3.73 1.66 -3.23  0.090
69 H -4.73 2.52 -4.37  0.104
70 H -2.46 2.48 -5.18  0.098
71 H -3.46 1.55 -6.27  0.103
72 H -1.68 0.37 -4.08  0.060
73 H -1.31 0.38 -5.81  0.073
74 H -2.65 -0.58 -5.21  0.070
75 C 0.95 -3.39 5.02  -0.112
76 C 1.34 -4.51 4.06  -0.272
77 C 0.16 -5.38 3.62  -0.227
78 C -0.54 -6.13 4.75  -0.228
79 C 0.36 -7.06 5.56  -0.269
80 C 0.98 -8.18 4.73  -0.109
81 H 0.54 -3.79 5.95  0.068
82 H 1.82 -2.79 5.28  0.068
83 H 0.20 -2.74 4.57  0.066
84 H 2.12 -5.13 4.52  0.102
85 H 1.80 -4.07 3.17  0.081
86 H 0.51 -6.09 2.86  0.103
87 H -0.57 -4.74 3.11  0.108
88 H -1.36 -6.72 4.31  0.111
89 H -1.02 -5.41 5.42  0.101
90 H -0.24 -7.50 6.36  0.105
91 H 1.15 -6.48 6.05  0.098
92 H 0.21 -8.79 4.26  0.076
93 H 1.59 -8.83 5.36  0.070
94 H 1.63 -7.79 3.95  0.064

---

(3)
This record from the OMol25 dataset describes C31H62CeP2Si2 as an isolated structure. The level of theory is the ωB97M-V functional and the def2-TZVPD basis.

The total charge is +2. The value obtained for the orbital gap (spin up / spin down) is 5.79 / 5.79 eV. As for the energy relative to the best compared isomer or geometry (same formula, charge and spin): 0.0 kJ/mol. Its spin multiplicity is 1. Its HOMO energy (spin up / spin down) is -13.34 / -13.34 eV.

Each line ends with the Löwdin charge.
Element x y z (Å)
1 Ce 0.33 1.63 -0.07  0.997
2 C -0.57 2.92 -2.25  -0.275
3 C -1.79 2.73 -1.52  -0.255
4 C -0.38 4.05 -0.23  -0.313
5 C 0.30 3.75 -1.46  -0.319
6 C -1.66 3.38 -0.26  -0.294
7 C -0.30 2.46 -3.64  -0.005
8 H -1.07 1.79 -4.02  0.080
9 H 0.66 1.93 -3.74  0.094
10 H -0.26 3.33 -4.32  0.115
11 C 1.67 4.24 -1.82  0.007
12 H 1.96 3.97 -2.85  0.105
13 H 2.48 3.87 -1.14  0.092
14 H 1.67 5.35 -1.73  0.120
15 C 0.21 4.81 0.90  0.009
16 H 0.51 5.81 0.56  0.122
17 H 1.10 4.32 1.34  0.060
18 H -0.52 4.94 1.72  0.105
19 C -2.70 3.48 0.79  -0.011
20 H -3.12 4.50 0.83  0.118
21 H -2.31 3.26 1.80  0.087
22 H -3.53 2.79 0.63  0.077
23 C -3.06 2.19 -2.07  -0.001
24 H -3.72 3.00 -2.43  0.122
25 H -3.63 1.63 -1.31  0.080
26 H -2.91 1.50 -2.90  0.075
27 C -0.93 -5.51 -2.23  -0.113
28 C -1.76 -5.06 -3.18  -0.134
29 C -3.21 -5.45 -3.34  -0.173
30 C -4.01 -5.77 -2.04  -0.189
31 C -3.86 -4.77 -0.93  -0.098
32 C -2.92 -4.76 0.02  -0.148
33 C -1.79 -5.74 0.18  -0.175
34 C -1.28 -6.44 -1.11  -0.183
35 H -3.29 -6.34 -4.00  0.129
36 H -3.79 -6.80 -1.71  0.106
37 H -3.73 -4.64 -3.86  0.110
38 H -1.99 -7.22 -1.41  0.108
39 H 0.13 -5.23 -2.28  0.100
40 H -1.36 -4.44 -3.99  0.099
41 H -0.35 -6.96 -0.82  0.117
42 H -0.94 -5.22 0.65  0.099
43 H -3.00 -4.01 0.82  0.085
44 H -2.09 -6.52 0.91  0.128
45 H -5.07 -5.76 -2.33  0.117
46 H -4.64 -4.00 -0.90  0.107
47 P -0.45 -0.97 -1.48  0.855
48 P -1.50 -0.08 1.44  0.803
49 C -0.87 -2.30 -0.22  -0.389
50 C -0.95 -1.85 1.23  -0.372
51 H -0.12 -3.11 -0.31  0.088
52 H -1.82 -2.73 -0.54  0.055
53 H -1.67 -2.47 1.78  0.085
54 H 0.02 -1.98 1.74  0.100
55 C -1.24 0.14 3.23  -0.241
56 H -1.65 1.11 3.54  0.056
57 H -0.18 0.13 3.48  0.031
58 H -1.76 -0.65 3.78  0.072
59 C -3.32 -0.30 1.49  -0.226
60 H -3.54 -1.13 2.17  0.064
61 H -3.73 -0.53 0.50  0.053
62 H -3.81 0.60 1.88  0.055
63 C 1.03 -1.81 -2.19  -0.259
64 H 1.50 -1.15 -2.92  0.049
65 H 0.72 -2.74 -2.68  0.055
66 H 1.76 -2.05 -1.41  0.048
67 C -1.62 -1.45 -2.83  -0.231
68 H -2.64 -1.12 -2.59  0.048
69 H -1.64 -2.55 -2.96  0.028
70 H -1.31 -1.00 -3.78  0.059
71 C 4.75 -0.30 1.40  -0.153
72 Si 3.86 1.21 0.72  0.385
73 C 5.09 2.65 0.69  -0.174
74 C 3.50 0.87 -1.10  -0.163
75 C 2.27 1.59 1.63  -0.431
76 Si 2.70 2.48 3.25  0.427
77 C 3.20 4.29 3.00  -0.164
78 C 1.19 2.56 4.36  -0.185
79 C 4.04 1.62 4.27  -0.173
80 H 5.75 -0.36 0.92  0.053
81 H 4.20 -1.22 1.16  0.037
82 H 4.90 -0.28 2.49  0.024
83 H 5.92 2.35 0.03  0.052
84 H 4.65 3.57 0.27  0.032
85 H 5.52 2.91 1.67  0.040
86 H 3.18 -0.16 -1.28  0.022
87 H 2.76 1.56 -1.56  0.006
88 H 4.45 1.03 -1.64  0.069
89 H 1.87 0.56 1.89  0.009
90 H 2.33 4.93 2.81  0.021
91 H 3.69 4.70 3.90  0.057
92 H 3.90 4.46 2.17  0.015
93 H 0.92 1.56 4.73  0.024
94 H 1.37 3.19 5.25  0.056
95 H 0.32 2.97 3.83  0.022
96 H 3.81 0.55 4.41  0.038
97 H 5.06 1.67 3.85  0.034
98 H 4.10 2.06 5.28  0.051

---

(4)
This record from the OMol25 dataset describes C31H62F3HgN9O14RbS as an isolated structure. The level of theory is the ωB97M-V functional and the def2-TZVPD basis.

The total charge is +1. The value obtained for the orbital gap is 1.07 eV. Its spin multiplicity is 1. Its HOMO energy is -10.14 eV.

Each line ends with the Löwdin charge.
Element x y z (Å)
1 Hg -5.46 1.04 -3.96  0.717
2 Rb -5.93 6.59 0.41  0.921
3 O -6.91 2.53 -0.94  -0.202
4 H -6.19 2.27 -0.33  -0.033
5 C -0.82 0.57 1.22  -0.658
6 F -0.27 -0.50 0.68  0.155
7 F -1.99 0.16 1.78  0.094
8 F -0.12 1.08 2.16  0.188
9 S -1.30 1.84 -0.28  0.515
10 O -0.03 2.32 -0.73  -0.253
11 O -1.98 0.99 -1.27  -0.285
12 O -2.12 2.89 0.34  -0.294
13 C -0.47 -8.33 2.75  -0.369
14 O -1.44 -8.72 3.35  0.023
15 N 0.16 -7.17 2.97  -0.187
16 C 1.19 -6.69 2.08  -0.078
17 C -0.11 -6.28 4.13  -0.031
18 H -0.07 -8.85 1.86  0.133
19 H 1.07 -5.68 1.69  0.083
20 H 1.30 -7.24 1.15  0.086
21 H 2.09 -6.74 2.69  0.092
22 H 0.67 -6.14 4.87  0.087
23 H -0.34 -5.27 3.81  0.079
24 H -1.03 -6.64 4.61  0.082
25 C 0.95 -5.77 -5.63  -0.296
26 O 1.55 -6.38 -4.74  -0.009
27 N 0.77 -4.41 -5.57  -0.204
28 C 0.09 -3.80 -6.69  -0.081
29 C 1.17 -3.62 -4.45  -0.051
30 H 0.50 -6.25 -6.51  0.133
31 H -0.86 -3.35 -6.39  0.081
32 H -0.17 -4.52 -7.46  0.082
33 H 0.61 -2.98 -7.19  0.084
34 H 2.11 -3.08 -4.50  0.091
35 H 0.37 -2.91 -4.21  0.086
36 H 1.24 -4.36 -3.65  0.085
37 C -5.84 -4.64 -1.79  -0.321
38 O -5.53 -3.54 -2.31  -0.045
39 N -5.07 -5.47 -1.02  -0.169
40 C -5.75 -6.56 -0.28  -0.042
41 C -3.59 -5.27 -0.89  -0.027
42 H -6.82 -5.13 -1.90  0.124
43 H -5.60 -6.37 0.79  0.091
44 H -5.33 -7.51 -0.60  0.088
45 H -6.82 -6.67 -0.45  0.082
46 H -3.11 -4.59 -1.59  0.086
47 H -3.20 -4.97 0.08  0.078
48 H -3.16 -6.27 -0.91  0.080
49 C 4.42 1.40 8.13  -0.299
50 O 5.21 1.97 8.90  -0.002
51 N 3.14 1.03 8.45  -0.202
52 C 2.50 1.12 9.73  -0.044
53 C 2.35 0.37 7.39  -0.058
54 H 4.75 1.11 7.12  0.134
55 H 1.54 1.63 9.61  0.094
56 H 3.11 1.71 10.40  0.093
57 H 2.49 0.08 10.06  0.100
58 H 2.81 -0.02 6.48  0.087
59 H 1.88 -0.52 7.81  0.084
60 H 1.58 1.09 7.11  0.086
61 C 2.70 3.49 -6.27  -0.322
62 O 3.84 3.79 -6.63  -0.009
63 N 2.15 2.32 -6.63  -0.212
64 C 0.82 2.00 -6.24  -0.073
65 C 2.86 1.46 -7.52  -0.055
66 H 2.04 4.20 -5.75  0.134
67 H 0.78 1.02 -5.76  0.087
68 H 0.18 2.06 -7.13  0.089
69 H 0.33 2.70 -5.56  0.085
70 H 3.92 1.68 -7.63  0.090
71 H 2.92 0.51 -6.99  0.090
72 H 2.52 1.35 -8.55  0.097
73 C -3.76 6.23 -6.03  -0.367
74 O -3.77 5.50 -5.10  0.025
75 N -2.97 7.35 -6.11  -0.181
76 C -2.95 8.38 -7.17  -0.051
77 C -2.14 7.76 -4.98  -0.066
78 H -4.34 6.06 -6.95  0.136
79 H -3.29 8.06 -8.15  0.087
80 H -1.92 8.70 -7.35  0.086
81 H -3.57 9.20 -6.79  0.089
82 H -1.15 8.11 -5.27  0.087
83 H -2.60 8.58 -4.43  0.085
84 H -1.94 6.98 -4.24  0.082
85 C 5.78 -1.18 1.24  -0.340
86 O 6.53 -1.82 1.99  -0.015
87 N 6.17 -0.36 0.23  -0.161
88 C 5.28 0.27 -0.84  -0.033
89 C 7.63 -0.15 -0.01  -0.037
90 H 4.69 -1.27 1.34  0.125
91 H 4.24 0.18 -0.52  0.073
92 H 5.37 -0.24 -1.80  0.075
93 H 5.51 1.31 -1.11  0.077
94 H 7.95 0.90 0.06  0.086
95 H 8.27 -0.77 0.61  0.082
96 H 7.77 -0.54 -1.01  0.081
97 C 4.88 5.14 2.07  -0.331
98 O 5.77 4.84 2.87  -0.010
99 N 5.19 5.84 0.96  -0.190
100 C 4.09 6.14 0.02  -0.060
101 C 6.51 6.05 0.38  -0.045
102 H 3.81 4.94 2.25  0.133
103 H 3.09 6.17 0.45  0.082
104 H 4.10 5.34 -0.73  0.080
105 H 4.33 7.01 -0.59  0.083
106 H 7.29 5.83 1.11  0.092
107 H 6.54 5.53 -0.58  0.088
108 H 6.75 7.07 0.10  0.085
109 C -6.83 -0.32 4.70  -0.096
110 C -6.72 0.39 5.85  -0.101
111 C -6.06 -0.10 6.96  0.014
112 C -5.47 -1.40 6.90  -0.115
113 C -5.62 -2.17 5.74  0.012
114 C -6.28 -1.57 4.67  -0.083
115 N -4.63 -1.93 7.97  -0.380
116 O -4.69 -1.25 8.94  0.090
117 O -3.80 -2.77 7.75  0.101
118 H -7.39 0.10 3.87  0.109
119 H -7.21 1.35 5.93  0.107
120 H -6.05 0.54 7.83  0.117
121 H -5.31 -3.19 5.58  0.123
122 H -6.39 -1.99 3.68  0.106